A structure of composition C21H29FeN3O3 at a distorted geometry. Source: OMol25; level of theory: ωB97M-V/def2-TZVPD.

Its spin multiplicity is 5. Its expectation value of S² is 6.096. Its net charge is 0. The calculation puts the HOMO energy (alpha / beta) at -3.15 / -5.97 eV. The calculation puts the frontier orbital gap (alpha / beta) at 2.269 / 5.080 eV.

Atoms and positions in Å:
O  0.1461  3.8964  0.9877
C  -0.6306  4.7701  0.8534
Fe  -2.1446  5.7628  0.8456
C  -2.9203  4.7885  2.0731
O  -3.1828  3.8230  2.6693
C  -1.8115  7.2384  1.7278
O  -1.6053  7.8866  2.6762
C  -2.2886  2.3198  -2.4970
C  -1.1684  3.3506  -2.2488
C  -1.4984  4.5825  -1.4698
C  -2.8386  4.8773  -1.0519
C  -3.6912  3.7068  -0.9245
C  -3.4596  2.5362  -1.7476
H  -2.4125  1.7336  -3.3983
H  -0.3702  2.8432  -1.6625
H  -0.6638  3.6719  -3.1808
H  -0.8264  5.4191  -1.6837
H  -3.3010  5.8476  -1.3896
H  -4.5490  3.7988  -0.2345
H  -4.2497  1.7780  -1.8410
C  4.4390  -5.1891  4.2422
C  3.0620  -4.6713  3.8227
C  2.8818  -4.6635  2.3121
C  1.4798  -4.2660  1.8191
N  1.3798  -2.8501  1.4324
C  1.4967  -1.7675  2.3025
C  1.4259  -0.6464  1.5551
N  1.2395  -1.0431  0.2354
C  1.0588  -0.1581  -0.9313
C  -0.3580  -0.2676  -1.5056
C  -0.7421  -1.6504  -2.0462
C  -1.5619  -1.3544  -3.3080
C  -0.9103  -0.0993  -3.8742
N  -0.5366  0.6688  -2.6396
C  1.2217  -2.3821  0.1918
H  4.4958  -5.3107  5.3270
H  4.6484  -6.1590  3.7787
H  5.2265  -4.4873  3.9469
H  2.2775  -5.3052  4.2584
H  2.9179  -3.6563  4.2164
H  3.6270  -3.9995  1.8564
H  3.0784  -5.6806  1.9434
H  1.2241  -4.8549  0.9310
H  0.7385  -4.4573  2.6063
H  1.6042  -1.8950  3.3658
H  1.4869  0.3884  1.8395
H  1.2882  0.8724  -0.6112
H  1.7843  -0.4430  -1.7236
H  -1.0623  0.0280  -0.7035
H  0.1746  -2.1933  -2.3302
H  -1.2786  -2.2407  -1.2929
H  -1.5523  -2.1848  -4.0161
H  -2.5986  -1.1419  -3.0142
H  -0.0054  -0.3330  -4.4769
H  -1.5908  0.4709  -4.5200
H  0.2718  1.2891  -2.7944
H  1.1345  -2.9976  -0.6980